1.
{"formula": "C7H13Cl", "method": "ωB97M-V/def2-TZVPD", "s2": 2.02, "energy_ev": -19986.9069, "homo_ev": [-6.1, -10.1], "de_lowest_kcal_mol": 0.0, "total_charge": 0, "largest_force_ev_per_a": 3.76, "gap_ev": [7.02, 8.75], "multiplicity": 3, "symbols": ["C", "C", "C", "C", "C", "C", "C", "Cl", "H", "H", "H", "H", "H", "H", "H", "H", "H", "H", "H", "H", "H"], "xyz": [[-0.588, -2.394, 0.071], [-0.722, -1.182, 0.604], [1.568, 1.533, 1.466], [-1.993, -0.352, -1.354], [1.835, 0.747, 0.233], [0.834, 0.919, -0.867], [-1.213, -0.074, -0.165], [-2.040, 1.085, 0.813], [-0.022, -3.086, 0.642], [-0.986, -2.699, -0.871], [-0.228, -1.032, 1.501], [0.620, 1.321, 1.991], [2.325, 1.267, 2.199], [1.538, 2.563, 1.249], [-1.579, -1.213, -1.890], [-2.438, 0.502, -2.049], [-2.925, -0.774, -0.934], [2.874, 0.966, -0.202], [1.866, -0.341, 0.452], [0.817, 0.354, -1.772], [0.458, 1.889, -1.118]], "lowdin_charge": [0.034, -0.248, -0.134, -0.174, -0.332, -0.046, -0.789, 0.701, 0.051, 0.048, 0.077, 0.055, 0.074, 0.059, 0.064, 0.132, 0.088, 0.131, 0.098, 0.055, 0.055]}

=====

2.
{"formula": "C7H13Cl2MgO4", "method": "ωB97M-V/def2-TZVPD", "energy_ev": -46139.7787, "homo_ev": -12.2, "total_charge": 1, "largest_force_ev_per_a": 5.53, "gap_ev": 3.95, "multiplicity": 1, "symbols": ["Mg", "C", "O", "H", "H", "H", "C", "C", "C", "O", "C", "O", "O", "H", "H", "H", "H", "H", "H", "Cl", "C", "C", "Cl", "H", "H", "H", "H"], "xyz": [[-5.763, -1.434, 0.527], [-3.108, 0.543, 0.920], [-4.325, -0.131, 0.571], [-2.901, 1.207, 0.081], [-3.126, 1.332, 1.671], [-2.214, -0.014, 1.203], [0.976, 1.355, 0.642], [1.804, 1.261, -0.662], [1.362, 2.100, -1.908], [2.601, 2.711, -2.342], [3.515, 2.464, -1.458], [4.721, 2.691, -1.558], [3.044, 1.717, -0.459], [0.591, 2.334, 0.924], [1.479, 0.835, 1.458], [0.110, 0.695, 0.583], [1.945, 0.192, -0.818], [0.599, 2.838, -1.660], [1.002, 1.506, -2.748], [-0.837, -2.232, 2.497], [-0.192, -2.285, 0.794], [-0.431, -3.703, 0.164], [0.386, -4.895, 1.246], [0.876, -2.079, 0.863], [-0.706, -1.495, 0.247], [0.076, -3.574, -0.792], [-1.484, -3.941, 0.014]], "lowdin_charge": [1.464, -0.214, -0.483, 0.080, 0.082, 0.027, -0.006, -0.347, -0.026, 0.107, -0.570, 0.132, 0.092, 0.090, 0.091, 0.040, 0.148, 0.129, 0.130, 0.501, -0.633, -0.615, 0.539, 0.065, 0.040, 0.074, 0.062]}

=====

3.
{"formula": "C7H13Cl4CrO6", "method": "ωB97M-V/def2-TZVPD", "s2": 6.03, "energy_ev": -98258.8546, "homo_ev": [-12.8, -12.8], "de_lowest_kcal_mol": 0.5, "total_charge": 1, "largest_force_ev_per_a": 2.25, "gap_ev": [6.50, 7.17], "multiplicity": 5, "symbols": ["Cr", "Cl", "C", "O", "C", "O", "O", "C", "H", "H", "H", "H", "H", "H", "C", "O", "C", "O", "O", "C", "H", "H", "H", "H", "H", "H", "C", "Cl", "Cl", "Cl", "H"], "xyz": [[-1.537, -1.191, -2.227], [-0.749, -2.118, -0.308], [-2.275, 3.308, 3.609], [-1.740, 2.041, 3.252], [-1.045, 2.004, 2.122], [-1.121, 2.780, 1.219], [-0.282, 0.901, 2.132], [0.751, 0.888, 1.175], [-1.496, 3.921, 4.053], [-3.095, 3.153, 4.302], [-2.710, 3.797, 2.737], [0.431, 1.308, 0.220], [1.063, -0.130, 0.951], [1.617, 1.428, 1.556], [2.524, -1.922, -1.950], [2.520, -1.112, -3.131], [1.429, -0.568, -3.538], [0.303, -0.853, -3.116], [1.671, 0.319, -4.451], [0.543, 1.008, -5.031], [1.797, -1.536, -1.234], [3.520, -1.892, -1.536], [2.188, -2.933, -2.175], [-0.122, 0.295, -5.514], [0.955, 1.702, -5.751], [0.011, 1.568, -4.263], [-1.026, -3.126, 3.337], [-2.342, -4.118, 2.668], [0.523, -3.984, 3.258], [-1.338, -2.645, 4.982], [-0.969, -2.294, 2.650]], "lowdin_charge": [0.907, 0.057, -0.029, 0.013, -0.618, 0.130, -0.001, -0.076, 0.104, 0.098, 0.094, 0.084, 0.056, 0.108, 0.014, 0.082, -0.591, -0.067, 0.076, 0.018, 0.042, 0.112, 0.112, 0.104, 0.110, 0.103, -1.577, 0.502, 0.512, 0.563, -0.040]}

=====

4.
{"formula": "C7H13CuNO3P", "method": "ωB97M-V/def2-TZVPD", "energy_ev": -69034.1260, "homo_ev": -8.8, "total_charge": 0, "largest_force_ev_per_a": 0.52, "gap_ev": 9.22, "multiplicity": 1, "symbols": ["Cu", "C", "P", "C", "C", "O", "H", "H", "H", "H", "H", "H", "H", "H", "H", "O", "C", "C", "C", "C", "O", "N", "H", "H", "H", "H"], "xyz": [[-1.090, -0.071, 0.892], [1.926, -0.598, 0.477], [1.452, 0.417, 1.868], [2.613, 0.060, 3.176], [1.713, 2.107, 1.365], [0.030, 0.185, 2.380], [3.014, -0.609, 0.388], [1.473, -0.211, -0.441], [1.565, -1.614, 0.640], [3.637, 0.258, 2.858], [2.515, -0.992, 3.447], [2.377, 0.672, 4.046], [2.755, 2.268, 1.085], [1.442, 2.774, 2.182], [1.076, 2.311, 0.502], [-0.126, 0.576, -1.977], [-1.212, 0.018, -1.933], [-2.029, -0.383, -3.153], [-3.239, -1.104, -2.564], [-3.043, -0.996, -1.058], [-3.806, -1.427, -0.222], [-1.861, -0.336, -0.784], [-1.413, -1.001, -3.804], [-2.283, 0.518, -3.710], [-3.287, -2.160, -2.827], [-4.198, -0.662, -2.830]], "lowdin_charge": [0.501, -0.173, 0.557, -0.169, -0.161, -0.420, 0.063, 0.035, 0.068, 0.060, 0.063, 0.062, 0.065, 0.064, 0.061, 0.003, -0.521, -0.088, -0.087, -0.516, 0.043, 0.015, 0.117, 0.119, 0.119, 0.118]}

=====

5.
{"formula": "C7H13F2N3O2S", "method": "ωB97M-V/def2-TZVPD", "energy_ev": -32305.8178, "homo_ev": -9.1, "smiles": "CCNC[C@H](N)[C@@]1(N)SC1(F)F.O=C=O", "de_lowest_kcal_mol": 0.0, "total_charge": 0, "largest_force_ev_per_a": 1.78, "gap_ev": 9.77, "multiplicity": 1, "symbols": ["C", "C", "C", "C", "C", "C", "C", "N", "N", "N", "O", "O", "F", "F", "S", "H", "H", "H", "H", "H", "H", "H", "H", "H", "H", "H", "H", "H"], "xyz": [[0.068, -0.771, -0.700], [-2.313, -2.221, 1.582], [-1.058, 2.279, 2.533], [0.301, 0.300, 0.401], [-0.330, 2.535, 1.213], [1.115, -0.649, -1.835], [1.730, -1.814, -2.499], [-0.010, -2.054, -0.048], [1.001, 0.526, -2.538], [-0.499, 1.502, 0.210], [-1.724, -2.515, 2.517], [-2.938, -1.917, 0.672], [2.097, -1.677, -3.790], [1.210, -3.048, -2.382], [2.874, -1.241, -1.254], [-0.902, -0.578, -1.177], [-0.714, 1.360, 3.001], [-0.880, 3.101, 3.221], [-2.129, 2.200, 2.359], [0.088, -0.204, 1.357], [1.355, 0.594, 0.410], [0.742, 2.658, 1.392], [-0.706, 3.466, 0.773], [-0.292, -2.791, -0.681], [0.833, 1.340, -1.961], [1.673, 0.675, -3.279], [-1.481, 1.247, 0.150], [0.889, -2.304, 0.354]], "lowdin_charge": [-0.345, -0.483, -0.092, -0.193, -0.289, -0.562, -0.811, 0.044, 0.116, -0.086, 0.205, 0.196, 0.065, 0.065, 0.911, 0.150, 0.063, 0.068, 0.070, 0.112, 0.110, 0.112, 0.107, 0.089, 0.090, 0.102, 0.111, 0.075]}

=====

6.
{"formula": "C7H13F3NO9PS2V", "method": "ωB97M-V/def2-TZVPD", "energy_ev": -92164.3190, "homo_ev": -11.6, "total_charge": 1, "largest_force_ev_per_a": 8.68, "gap_ev": 2.01, "multiplicity": 1, "symbols": ["C", "C", "N", "C", "C", "C", "O", "C", "F", "F", "F", "O", "S", "O", "O", "O", "C", "S", "P", "O", "O", "H", "H", "H", "H", "H", "H", "H", "H", "H", "H", "H", "H", "H", "O", "V", "O"], "xyz": [[-2.032, 2.661, 1.314], [-1.270, 1.810, 0.092], [-0.020, 1.130, 0.604], [0.046, -0.337, 0.241], [-0.239, -0.826, -1.298], [0.399, 0.127, -2.465], [1.569, 0.941, -2.015], [-0.662, 1.099, -3.245], [-0.593, 0.760, -4.716], [-0.333, 2.558, -3.171], [-2.081, 0.935, -2.860], [1.476, -0.649, 0.573], [1.607, -1.107, 2.220], [2.139, -0.086, 3.260], [2.362, -2.406, 2.594], [-0.064, -1.236, 2.647], [-0.735, -1.358, 1.311], [-2.522, -1.007, 1.747], [-0.782, -3.232, 0.908], [-1.530, -4.170, 2.170], [0.774, -3.857, 0.439], [-1.933, 3.827, 1.160], [-1.596, 2.414, 2.373], [-3.169, 2.338, 1.309], [-2.065, 1.047, -0.303], [-0.934, 2.621, -0.684], [0.126, 1.303, 1.626], [0.295, -1.888, -1.410], [-1.386, -1.038, -1.389], [0.846, -0.610, -3.291], [1.936, 1.417, -2.841], [-2.530, -0.046, 2.772], [-1.906, -3.587, 2.897], [0.574, -4.775, 0.054], [5.004, 1.702, 0.864], [4.745, 1.743, -0.874], [4.485, 1.783, -2.611]], "lowdin_charge": [-0.097, -0.224, 0.032, -0.404, -0.021, -0.168, -0.104, -0.176, 0.000, 0.014, 0.021, -0.211, 0.865, -0.295, -0.274, -0.303, -0.785, 0.810, 1.015, -0.269, -0.278, 0.093, 0.076, 0.086, 0.100, 0.125, 0.123, 0.143, 0.145, 0.187, 0.121, -0.048, 0.074, 0.106, -0.418, 1.385, -0.446]}